1.
{
  "formula": "C19H31BF2I2NO6",
  "method": "wB97M-V/def2-TZVPD",
  "charge": -1,
  "energy_ha": -2069.02731,
  "homo_energy_ha": -0.243,
  "lumo_ev": 1.8,
  "gap_ev": 8.47,
  "species": ["C", "C", "C", "C", "C", "C", "C", "C", "C", "C", "C", "C", "C", "O", "C", "O", "N", "C", "I", "C", "C", "I", "H", "H", "H", "H", "H", "H", "H", "H", "H", "H", "H", "H", "H", "H", "H", "H", "H", "H", "H", "H", "H", "H", "H", "H", "H", "H", "H", "H", "H", "H", "H", "B", "O", "C", "O", "C", "O", "O", "F", "F"],
  "xyz": [[2.1441, -4.4752, 2.3513], [1.1746, -4.8126, 1.1656], [0.5694, -3.5084, 0.5442], [1.3959, -3.0596, -0.7155], [2.0197, -1.6616, -0.4056], [2.3870, -0.8424, -1.6739], [2.4600, 0.6891, -1.3500], [3.0799, 0.9785, 0.0416], [3.5093, 2.4702, 0.2284], [2.5634, 3.3200, 1.1327], [1.0522, 2.9950, 0.9867], [0.4723, 2.1415, 2.1734], [-0.1144, 0.7833, 1.7343], [-1.3645, 0.4630, 2.3887], [-2.1569, -0.2016, 1.4981], [-2.1144, -1.3607, 1.3770], [-3.0428, 0.6705, 0.7661], [-4.3055, 0.0749, 0.5086], [-4.5468, -0.5517, -1.5268], [-5.2545, -0.0708, 1.3906], [-6.6297, -0.6588, 1.1465], [-4.9051, 0.5913, 3.4032], [2.4398, -3.4159, 2.3611], [3.0399, -5.1058, 2.2404], [1.6787, -4.6867, 3.3263], [0.3742, -5.4662, 1.5495], [1.7466, -5.3672, 0.4075], [-0.4983, -3.6282, 0.3105], [0.6156, -2.7369, 1.3292], [2.2459, -3.7437, -0.8761], [0.7529, -3.0354, -1.6054], [1.2562, -1.0836, 0.1342], [2.9102, -1.7984, 0.2241], [1.7280, -1.0499, -2.5270], [3.4124, -1.1411, -1.9664], [3.0106, 1.1987, -2.1569], [1.4226, 1.0667, -1.3520], [2.4285, 0.6982, 0.8800], [3.9814, 0.3430, 0.1370], [3.6957, 2.9543, -0.7437], [4.4872, 2.4438, 0.7452], [2.8824, 3.2275, 2.1833], [2.7247, 4.3742, 0.8456], [0.5005, 3.9472, 1.0004], [0.8159, 2.5069, 0.0322], [1.2027, 2.0093, 2.9877], [-0.3559, 2.7228, 2.6139], [0.6110, -0.0018, 2.0083], [-0.2547, 0.7902, 0.6397], [-2.5696, 0.8605, -0.1246], [-7.3618, 0.0872, 1.4992], [-6.8214, -0.9369, 0.1067], [-6.7462, -1.5421, 1.7943], [-1.6540, 2.6417, -5.0691], [-1.9681, 3.5331, -3.9170], [-1.6878, 2.8820, -2.8057], [-1.8256, 3.3150, -1.6878], [-1.1679, 1.5117, -3.1583], [-0.8192, 0.6629, -2.3713], [-1.1501, 1.3748, -4.4663], [-0.6678, 3.2199, -5.8750], [-2.8085, 2.3942, -5.8192]],
  "forces_ev_per_angstrom": [[-0.147, -0.478, -0.395], [-0.169, 0.682, 0.615], [0.576, -0.907, -0.202], [0.178, 0.778, 1.257], [-0.936, -0.070, -1.398], [1.147, 0.372, 0.783], [-0.849, -0.722, 0.325], [0.794, 0.458, -0.628], [0.256, -0.475, 0.763], [0.083, 0.042, -0.948], [0.030, 0.119, 0.930], [-0.776, 0.362, -0.184], [1.065, 0.188, 0.203], [0.129, 0.529, -0.644], [-0.091, 2.097, 0.785], [-0.170, -2.602, -0.207], [0.012, -0.602, -0.324], [1.338, 0.389, -1.191], [0.012, 0.151, 0.452], [-1.411, -0.295, 0.629], [0.181, 0.216, 1.092], [-0.167, -0.252, -0.765], [0.011, -0.341, -0.155], [-0.136, 0.323, 0.366], [0.164, 0.049, -0.309], [0.291, 0.131, -0.229], [-0.386, 0.097, 0.136], [0.358, -0.029, -0.079], [-0.100, -0.136, -0.364], [-0.507, -0.014, -0.182], [0.293, 0.089, 0.179], [0.292, -0.182, 0.017], [-0.361, 0.142, 0.029], [-0.014, 0.148, 0.364], [-0.348, -0.038, -0.136], [-0.117, -0.019, 0.391], [0.373, -0.007, -0.209], [0.028, -0.048, -0.384], [-0.270, 0.243, 0.023], [-0.295, -0.178, 0.265], [-0.248, 0.186, -0.306], [-0.214, -0.026, -0.285], [-0.045, -0.315, 0.253], [0.149, -0.332, -0.194], [0.167, 0.238, 0.204], [-0.111, -0.029, -0.377], [0.205, -0.316, -0.107], [-0.375, 0.024, -0.339], [0.024, -0.074, 0.312], [-0.051, 0.544, 0.264], [0.069, -0.337, -0.298], [0.195, 0.181, 0.232], [-0.077, 0.174, -0.290], [-0.186, 0.363, -1.408], [0.218, -0.505, 0.415], [-0.573, 1.471, 0.233], [0.102, -0.332, 0.040], [0.510, -1.412, -0.559], [-0.119, 0.160, 0.346], [-0.076, 0.267, 0.625], [-0.202, -0.161, 0.291], [0.275, 0.020, 0.279]]
}

2.
{
  "formula": "C19H31ClGeMnO5",
  "method": "wB97M-V/def2-TZVPD",
  "charge": 1,
  "energy_ha": -4806.76811,
  "homo_energy_ha": [-0.427, -0.427],
  "multiplicity": 5,
  "lumo_ev": [-5.8, -3.8],
  "gap_ev": [5.83, 7.80],
  "species": ["Mn", "C", "C", "C", "C", "O", "Ge", "O", "C", "C", "C", "C", "O", "C", "C", "C", "C", "H", "H", "H", "H", "H", "H", "H", "H", "H", "H", "H", "H", "H", "H", "H", "H", "H", "H", "H", "H", "H", "H", "H", "H", "H", "H", "H", "Cl", "C", "C", "C", "C", "C", "C", "C", "O", "O", "H", "H", "H", "H"],
  "xyz": [[0.0783, -0.0827, -0.4012], [-1.3562, -1.4923, -2.2730], [0.0416, -1.4202, -2.8815], [0.6355, -2.8070, -3.0432], [0.0313, -0.6535, -4.1877], [0.8620, -0.6621, -1.9399], [2.6199, -1.1898, -0.7415], [2.0342, 0.4764, -0.0625], [2.5249, 1.8299, -0.3271], [1.3061, 2.6833, -0.6393], [3.2114, 2.3088, 0.9380], [3.4803, 1.7993, -1.5115], [1.1428, -1.7949, 0.2482], [1.1916, -2.4080, 1.5806], [0.4641, -3.7350, 1.4759], [2.6530, -2.6079, 1.9618], [0.5033, -1.4786, 2.5605], [-2.0488, -2.0225, -2.9265], [-1.7823, -0.4886, -2.1320], [-1.3437, -2.0374, -1.3199], [0.0096, -3.4129, -3.6989], [0.7103, -3.3090, -2.0765], [1.6305, -2.7430, -3.4878], [-0.6276, -1.1435, -4.9059], [1.0360, -0.6122, -4.6094], [-0.3188, 0.3686, -4.0325], [0.6293, 2.7047, 0.2181], [0.7834, 2.2869, -1.5192], [1.5901, 3.7099, -0.8687], [2.5237, 2.2613, 1.7836], [3.5495, 3.3392, 0.8190], [4.0806, 1.6862, 1.1588], [2.9962, 1.3585, -2.3869], [4.3764, 1.2209, -1.2740], [3.7965, 2.8096, -1.7693], [0.9795, -4.4063, 0.7866], [-0.5551, -3.5810, 1.1160], [0.4124, -4.2157, 2.4538], [3.1564, -3.2750, 1.2571], [2.7272, -3.0544, 2.9530], [3.1820, -1.6487, 1.9938], [-0.5555, -1.3729, 2.3122], [0.9601, -0.4873, 2.5504], [0.5695, -1.8737, 3.5745], [-7.2051, 3.3393, 1.6055], [-5.5882, 2.7314, 1.6342], [-4.9361, 2.5857, 2.8495], [-3.6393, 2.1058, 2.8678], [-3.0040, 1.7603, 1.6788], [-3.6735, 1.9076, 0.4678], [-4.9666, 2.4004, 0.4401], [-1.6064, 1.2701, 1.7638], [-0.8996, 1.3744, 2.7232], [-1.1520, 0.6709, 0.6284], [-5.4428, 2.8522, 3.7668], [-3.1027, 1.9933, 3.8004], [-3.1809, 1.6482, -0.4585], [-5.4947, 2.5329, -0.4939]],
  "forces_ev_per_angstrom": [[1.027, -0.325, 0.740], [0.008, 0.017, 0.109], [-0.089, -0.184, 0.143], [0.093, -0.004, 0.057], [0.081, 0.102, -0.026], [0.293, 0.111, -0.738], [-0.179, -0.006, -0.299], [-0.500, 0.414, 0.137], [0.110, 0.140, -0.096], [-0.105, -0.103, 0.029], [0.031, -0.061, 0.073], [-0.010, -0.148, 0.016], [-0.647, -0.005, 0.205], [0.125, -0.090, 0.118], [0.003, -0.054, -0.071], [-0.002, 0.038, -0.097], [-0.016, 0.112, -0.078], [0.010, 0.010, 0.007], [-0.019, 0.021, 0.004], [-0.022, -0.010, -0.015], [0.024, 0.012, -0.004], [-0.042, -0.023, -0.021], [-0.012, -0.017, 0.000], [0.029, 0.009, 0.005], [-0.023, 0.005, -0.011], [-0.033, -0.024, -0.020], [-0.007, 0.025, -0.011], [-0.005, 0.044, -0.027], [0.013, -0.014, 0.003], [0.008, 0.021, -0.015], [-0.003, -0.027, 0.002], [-0.015, 0.025, 0.005], [0.001, 0.048, -0.010], [0.002, 0.016, -0.015], [0.001, -0.006, 0.016], [-0.019, 0.002, 0.015], [0.007, -0.007, 0.034], [0.000, 0.005, -0.032], [0.004, -0.005, 0.024], [-0.001, 0.004, -0.014], [-0.012, -0.024, 0.046], [0.030, -0.010, 0.029], [-0.020, -0.027, 0.033], [-0.003, -0.021, -0.024], [0.024, -0.009, 0.002], [-0.048, 0.018, 0.008], [0.026, 0.002, 0.101], [-0.003, 0.032, 0.020], [0.014, -0.044, -0.053], [-0.017, -0.029, -0.001], [0.045, -0.018, -0.069], [0.138, -0.066, -0.285], [0.167, 0.042, 0.240], [-0.463, 0.095, -0.157], [0.011, -0.008, -0.017], [-0.026, 0.015, 0.000], [0.001, -0.005, -0.020], [0.014, -0.013, 0.010]]
}

3.
{
  "formula": "C19H31ClN2OTi",
  "method": "wB97M-V/def2-TZVPD",
  "charge": 2,
  "energy_ha": -2236.43875,
  "relative_energy_ev": 0.493,
  "homo_energy_ha": -0.523,
  "lumo_ev": -7.7,
  "gap_ev": 6.47,
  "species": ["C", "C", "C", "C", "Cl", "H", "H", "H", "H", "H", "H", "H", "H", "H", "C", "C", "C", "H", "C", "C", "H", "H", "H", "H", "C", "C", "C", "H", "C", "C", "H", "H", "H", "H", "Ti", "C", "N", "C", "C", "O", "N", "C", "C", "H", "H", "H", "H", "H", "H", "H", "H", "H", "H", "H", "H"],
  "xyz": [[0.9136, -5.0849, -0.9438], [-0.0472, -5.7316, -0.0283], [0.4681, -4.3719, -2.1291], [2.3524, -5.2137, -0.6738], [0.5949, -2.3875, 0.9289], [0.4213, -5.1754, -2.8790], [1.1543, -3.6151, -2.5355], [-0.5221, -3.8983, -2.1175], [0.0244, -6.7695, -0.3685], [-1.0907, -5.3944, -0.1497], [0.1805, -5.7346, 1.0560], [2.5537, -6.2265, -1.0299], [2.6944, -5.1690, 0.3758], [2.9628, -4.5077, -1.2629], [-2.2708, 0.5987, -0.7093], [-1.6108, 0.1270, -1.8863], [-1.3536, -1.2885, -1.7228], [-1.4339, 0.7022, -2.7929], [-1.8662, -1.6653, -0.4412], [-2.4101, -0.5077, 0.1821], [-2.9782, -0.5550, 1.1121], [-2.7024, 1.6010, -0.5786], [-1.0286, -2.0150, -2.4793], [-1.8289, -2.6438, 0.0329], [2.3263, 0.6150, -0.1672], [1.5972, 1.3807, -1.1471], [1.1820, 0.5032, -2.1642], [1.5719, 2.4624, -1.1951], [1.6712, -0.8143, -1.8483], [2.3764, -0.7142, -0.6041], [2.8413, -1.4988, -0.0198], [2.9272, 0.9536, 0.6720], [0.6526, 0.7910, -3.0729], [1.6555, -1.7121, -2.4481], [0.1266, -0.5123, -0.1630], [-2.2472, 1.4288, 2.8689], [-1.2675, 2.4154, 2.5644], [-1.6084, 3.7584, 3.0273], [-0.3359, 2.0943, 1.6783], [-0.2967, 0.8716, 1.2118], [0.5024, 3.0974, 1.2966], [0.0499, 4.2853, 0.5681], [1.9421, 3.1321, 1.5427], [-2.7942, 1.7997, 3.7476], [-1.7643, 0.4740, 3.0090], [-2.9174, 1.3445, 2.0164], [-0.7185, 4.3073, 3.3400], [-2.1145, 4.3450, 2.2386], [-2.2983, 3.6662, 3.8791], [0.0895, 5.1875, 1.2059], [0.7386, 4.4456, -0.2791], [-0.9585, 4.1433, 0.1844], [2.2539, 2.2180, 2.0181], [2.3995, 3.2849, 0.5588], [2.1944, 3.9838, 2.1860]],
  "forces_ev_per_angstrom": [[0.032, 1.173, 1.882], [-0.506, 0.426, -0.092], [-0.180, 0.495, -0.698], [0.345, 0.682, -0.313], [0.261, -1.095, 0.803], [-0.077, -0.112, -0.296], [0.180, -0.662, 0.349], [0.095, -0.711, 0.479], [-0.210, -0.481, 0.087], [0.533, -0.188, -0.232], [0.448, 0.069, -0.742], [0.371, -0.383, -0.079], [-0.680, -0.205, -0.324], [-0.342, -0.450, 0.109], [0.323, -0.934, -0.723], [-0.496, -0.528, 0.862], [-0.194, -0.016, 0.278], [-0.037, -0.165, 0.436], [-0.546, 0.489, 0.060], [-0.053, -0.845, -0.751], [0.557, 0.205, -0.260], [0.564, -0.502, 0.042], [-0.057, 0.845, 0.310], [-0.239, 0.327, -0.409], [0.125, -0.217, -0.691], [0.568, -0.830, 0.358], [0.599, -0.535, 0.089], [-0.537, -0.199, 0.167], [0.051, 0.385, 0.857], [0.251, 0.118, -0.352], [0.091, 0.102, -0.486], [-0.582, 0.035, -0.203], [0.302, -0.171, 0.421], [-0.265, 0.314, -0.108], [-1.190, 3.254, -1.663], [-1.130, -0.266, 0.297], [0.119, -0.123, -0.637], [0.220, 0.752, -0.005], [0.102, -0.397, -0.202], [0.733, 1.593, 1.408], [0.540, 0.590, -0.585], [0.046, 0.108, 0.370], [-0.598, 0.182, -0.336], [0.109, -0.743, -0.326], [-0.092, -0.253, 0.371], [-0.391, -0.058, 0.181], [-0.072, -0.121, -0.026], [0.172, -0.338, 0.343], [0.453, 0.070, -0.357], [-0.083, -0.294, -0.323], [-0.328, -0.036, 0.202], [0.003, 0.072, -0.019], [0.236, -0.145, 0.145], [0.525, -0.136, 0.407], [-0.066, -0.148, -0.074]]
}

4.
{
  "formula": "C19H31F2N2O10PS3",
  "method": "wB97M-V/def2-TZVPD",
  "charge": 0,
  "energy_ha": -3339.54083,
  "homo_energy_ha": -0.324,
  "lumo_ev": -2.9,
  "gap_ev": 5.93,
  "species": ["C", "C", "S", "C", "C", "C", "O", "C", "O", "C", "C", "O", "C", "C", "C", "C", "C", "C", "C", "C", "C", "C", "N", "P", "O", "O", "O", "C", "H", "H", "H", "H", "H", "H", "H", "H", "H", "H", "H", "H", "H", "H", "H", "H", "H", "H", "H", "H", "H", "H", "H", "H", "H", "H", "H", "H", "H", "H", "H", "N", "S", "O", "O", "F", "S", "O", "O", "F"],
  "xyz": [[-2.8497, 5.2706, -1.8295], [-3.0473, 4.1570, -3.0611], [-1.4721, 3.8166, -4.0169], [-0.9736, 1.9996, -3.9226], [-0.6393, 1.4648, -2.4094], [-2.0073, 1.2077, -1.5431], [-3.1104, 0.6573, -2.3990], [-3.8910, -0.3426, -1.5969], [-4.4686, 0.2799, -0.3793], [-4.2992, -0.5802, 0.8030], [-3.0539, -0.1505, 1.7924], [-3.4130, -0.1561, 3.2326], [0.3199, 0.1519, -2.1871], [0.9106, 0.4418, -0.6501], [1.3123, -0.6064, 0.5448], [2.8455, -1.1832, 0.4791], [3.7555, -1.3876, -0.8721], [5.2792, -2.0182, -0.7147], [5.9238, -2.4668, 0.7448], [5.0081, -2.2880, 2.1211], [5.5209, -2.7399, 3.6165], [3.5123, -1.6409, 1.9431], [0.9387, 1.8158, -0.6054], [1.4010, 2.9314, 0.7098], [2.1332, 2.2011, 1.9294], [-0.0831, 3.7222, 1.2703], [2.5433, 4.1760, 0.1680], [0.4648, 2.5827, -1.8550], [-2.9688, 4.7889, -0.7610], [-1.7811, 5.7843, -1.8924], [-3.6312, 6.1494, -1.8856], [-3.6054, 3.2085, -2.6612], [-3.8081, 4.6860, -3.8135], [-1.7388, 1.3125, -4.5223], [0.0473, 1.9175, -4.5356], [-1.8794, 0.4411, -0.6681], [-2.3708, 2.2363, -1.1096], [-4.8056, -0.7064, -2.2552], [-3.1373, -1.2156, -1.3750], [-4.2479, -1.6932, 0.4390], [-5.2901, -0.4421, 1.4539], [-2.1118, -0.8459, 1.5599], [-2.7098, 0.9376, 1.4423], [-3.2315, 0.8059, 3.5204], [-0.1396, -0.9310, -2.3790], [1.1365, 0.2518, -3.0194], [0.5963, -1.5531, 0.4345], [1.1150, -0.1870, 1.6384], [3.2950, -1.1040, -1.9194], [5.9199, -2.1711, -1.6984], [7.0088, -2.9073, 0.7597], [6.0218, -1.8578, 4.2385], [6.2258, -3.7008, 3.5954], [4.5530, -3.0813, 4.2192], [2.8645, -1.5296, 2.9394], [0.0269, 4.7222, 1.2478], [2.5592, 4.2156, -0.8337], [1.3734, 2.5118, -2.6256], [0.0778, 3.6555, -1.5830], [-1.3238, -4.9928, 2.6243], [-0.1422, -5.9230, 3.0778], [0.9843, -5.2934, 3.7600], [0.1793, -7.0701, 2.2385], [-0.8465, -6.6619, 4.3136], [-0.9073, -4.0826, 1.4117], [-1.8445, -2.9930, 1.1431], [-0.3811, -4.7246, 0.2137], [0.3569, -3.2730, 1.9545]],
  "forces_ev_per_angstrom": [[0.479, 0.208, 0.234], [-2.140, 1.092, 0.683], [-0.210, -0.862, 0.549], [0.378, -1.986, -0.651], [-0.004, 0.322, -0.245], [-0.698, 0.714, 0.334], [0.587, -0.450, 2.330], [-0.269, 0.134, -0.337], [1.823, -1.752, -0.926], [-1.065, -0.503, 1.499], [1.077, 0.432, -1.607], [0.946, 2.379, -1.699], [0.020, -0.310, -0.520], [0.003, 1.448, -0.923], [-0.294, -0.907, -0.059], [4.387, -1.518, 0.365], [1.021, -0.945, 4.112], [-1.901, 0.300, 2.998], [-4.261, 1.781, -0.677], [-1.337, 1.113, -3.629], [-0.907, -0.355, 0.043], [1.768, -0.509, -2.294], [0.097, -0.358, 0.498], [3.291, -0.219, 6.865], [-3.435, 2.603, -5.357], [3.370, -0.276, -2.294], [-3.333, -2.807, -1.188], [-0.612, -2.016, -0.350], [0.318, 0.800, -2.177], [-2.197, -1.164, 0.081], [1.458, -1.924, -0.077], [1.332, 1.656, -0.913], [1.848, -1.362, 1.408], [1.555, 1.490, 1.675], [-2.176, 0.516, 1.214], [0.210, 1.569, -1.513], [0.684, -1.993, -0.630], [2.193, 0.896, 1.095], [-1.633, 1.524, -0.016], [0.106, 2.061, 1.002], [2.167, -0.331, -1.469], [-2.217, 1.242, 0.894], [-0.962, -2.057, 0.823], [-0.553, -2.460, -0.499], [0.759, 2.510, 0.950], [-0.837, -0.207, 1.888], [1.368, 2.109, -0.070], [0.522, -0.390, -2.616], [1.217, -0.715, 2.295], [-1.521, 0.368, 2.360], [-2.416, 0.943, 0.059], [-0.993, -1.880, -1.640], [-1.444, 2.338, -0.219], [2.058, 0.800, -1.330], [1.476, -0.241, -2.534], [-0.007, -1.625, -0.026], [0.035, 0.124, 1.424], [-2.024, 0.705, 1.599], [0.786, -2.223, -0.602], [0.095, 1.021, -0.888], [3.256, -3.856, 2.174], [-1.610, 0.046, -1.347], [-0.724, 2.028, 0.352], [-0.578, 0.719, -0.482], [-0.331, 1.082, -2.720], [0.480, -1.428, 0.761], [-0.646, 0.436, 1.762], [0.164, 0.116, 0.201]]
}